Computed, not measured: a 2-piece molecular cluster, C26H23F4N4 overall, with ωB97M-V/def2-TZVPD.

Structure (ORCA input):
```
! wB97M-V def2-TZVPD RIJCOSX def2/J DEFGRID3
* xyz 1 1
F -4.35 4.38 -3.37
C -4.13 3.04 -3.18
C -5.24 2.21 -3.03
C -4.97 0.85 -2.85
F -6.04 -0.02 -2.80
C -3.69 0.34 -2.72
C -2.56 1.23 -2.74
C -1.29 0.71 -2.33
C -0.01 1.25 -2.64
C 1.06 0.34 -2.85
C 2.34 0.83 -3.01
F 3.38 -0.06 -3.09
C 2.64 2.20 -3.05
C 1.57 3.07 -2.87
F 1.82 4.42 -2.85
C 0.26 2.65 -2.67
C -2.82 2.58 -3.14
H -6.25 2.59 -3.10
H -3.53 -0.73 -2.60
H -1.31 -0.37 -2.14
H 0.86 -0.73 -2.86
H 3.65 2.56 -3.21
H -0.51 3.39 -2.46
H -2.01 3.24 -3.43
C 4.98 -4.08 5.25
C 3.60 -4.34 5.31
C 2.74 -3.75 4.39
C 3.23 -2.86 3.40
C 2.36 -2.23 2.42
C 1.08 -2.59 2.02
N 0.69 -1.63 1.16
C -0.61 -1.44 0.51
C -1.14 -0.07 0.85
C -2.61 0.28 0.61
C -2.58 1.83 0.64
C -1.11 2.21 0.39
N -0.46 0.93 0.05
N 1.69 -0.71 1.02
N 2.70 -1.08 1.75
C 4.61 -2.56 3.39
C 5.48 -3.18 4.29
H 5.66 -4.56 5.95
H 3.21 -5.01 6.07
H 1.66 -3.95 4.43
H 0.47 -3.42 2.33
H -0.49 -1.53 -0.58
H -1.27 -2.24 0.88
H -0.94 0.13 1.93
H -2.88 -0.05 -0.40
H -3.29 -0.18 1.33
H -3.24 2.26 -0.12
H -2.89 2.19 1.63
H -0.97 2.96 -0.40
H -0.67 2.61 1.32
H 0.55 0.91 0.23
H 4.98 -1.84 2.65
H 6.55 -2.97 4.24
*
```

The highest occupied orbital energy comes out at -10.50 eV. The energy above the lowest of the compared OMol25 structures with the same formula, charge and spin comes out at 0.000 eV. For the HOMO-LUMO gap, the calculation gives 4.322 eV.

***

Computed, not measured: a 11-piece molecular cluster, H22O11 overall, with ωB97M-V/def2-TZVPD.

Structure (ORCA input):
```
! wB97M-V def2-TZVPD RIJCOSX def2/J DEFGRID3
* xyz 0 1
O 0.43 -0.16 -1.57
H 0.75 -0.91 -1.05
H 1.21 0.40 -1.67
O -0.05 2.39 1.96
H -0.32 1.76 1.27
H 0.75 2.78 1.60
O -3.83 -0.72 -3.17
H -3.35 -0.27 -3.87
H -3.25 -1.43 -2.90
O 4.22 2.82 -1.28
H 4.43 2.05 -1.82
H 4.49 2.56 -0.39
O -0.81 0.14 3.19
H -1.19 0.66 2.47
H -0.43 0.81 3.78
O 0.43 -3.67 2.56
H 0.05 -2.90 2.13
H 1.31 -3.74 2.18
O 1.73 0.07 -5.62
H 0.80 -0.10 -5.81
H 1.75 0.24 -4.67
O 0.08 -0.48 1.42
H 0.19 -1.08 2.17
H 0.55 -0.92 0.70
O -2.25 -1.78 0.65
H -2.59 -2.66 0.85
H -2.95 -1.39 0.11
O -2.65 0.61 0.43
H -3.56 0.49 0.72
H -2.66 1.45 -0.04
O 2.03 0.98 1.55
H 2.29 1.76 2.06
H 2.39 0.24 2.05
*
```

The highest occupied orbital energy comes out at -9.85 eV. The energy above the lowest of the compared OMol25 structures with the same formula, charge and spin comes out at 4.420 eV. The structure (SMILES) is O.O.O.O.O.O.O.O.O.O.O. For the HOMO-LUMO gap, the calculation gives 9.721 eV.

***

Computed, not measured: a 2-piece molecular cluster, C5H9O5 overall, with ωB97M-V/def2-TZVPD.

Structure (ORCA input):
```
! wB97M-V def2-TZVPD RIJCOSX def2/J DEFGRID3
* xyz 1 1
C 1.95 -0.28 0.24
C 2.78 -1.31 0.17
C -3.28 -0.35 -0.04
C -1.94 -0.12 -0.10
C 1.46 1.86 -0.42
O 0.40 2.14 0.19
O 3.78 -1.52 -0.62
O -3.78 -1.00 -1.10
O -1.36 0.35 1.05
O 2.08 0.79 -0.56
H -0.13 1.56 0.88
H 1.10 -0.09 1.01
H 3.03 -1.98 1.10
H -3.92 -0.34 0.79
H -1.17 -0.34 -0.86
H 1.81 2.68 -1.12
H 3.85 -0.98 -1.48
H -4.65 -1.39 -0.81
H -2.00 0.31 1.68
*
```

The highest occupied orbital energy comes out at -11.70 eV. The energy above the lowest of the compared OMol25 structures with the same formula, charge and spin comes out at 0.000 eV. For the HOMO-LUMO gap, the calculation gives 7.474 eV.

***

Computed, not measured: C4H5CaLiO2 as an isolated structure, with ωB97M-V/def2-TZVPD.

Structure (ORCA input):
```
! wB97M-V def2-TZVPD RIJCOSX def2/J DEFGRID3
* xyz 1 2
C -1.29 -0.69 -0.81
C -0.56 -0.89 0.48
C 0.80 -0.54 0.58
C 1.31 0.71 0.19
O 2.54 1.01 0.24
O -2.43 -0.06 -0.76
Li -3.58 0.91 0.13
Ca 3.99 2.58 -0.07
H -0.66 -0.52 -1.70
H -1.18 -0.74 1.37
H 1.52 -1.29 0.91
H 0.59 1.48 -0.13
H -1.06 -1.97 -0.42
*
```

The highest occupied orbital energy (spin up / spin down) comes out at -8.57 / -11.53 eV. The energy above the lowest of the compared OMol25 structures with the same formula, charge and spin comes out at 0.000 eV. For the HOMO-LUMO gap (spin up / spin down), the calculation gives 4.809 / 7.762 eV.

***

Computed, not measured: C14H25AlN5O6S as an isolated structure, with ωB97M-V/def2-TZVPD.

Structure (ORCA input):
```
! wB97M-V def2-TZVPD RIJCOSX def2/J DEFGRID3
* xyz 1 1
O 0.00 0.35 -4.15
H -0.53 -0.08 -4.83
Al 0.48 -0.26 -0.11
N 0.35 1.39 0.84
N 1.58 0.80 -1.20
N -0.87 -1.09 0.98
N 0.00 -1.69 -1.21
O -0.45 1.68 1.86
O -1.25 -0.62 2.19
O 0.81 -1.85 -2.29
O 2.26 0.19 -2.15
C 1.97 1.99 -0.66
C 1.33 2.29 0.57
C -1.24 -2.34 0.62
C -0.73 -2.69 -0.66
C 1.68 3.37 1.52
H 2.08 2.97 2.46
H 0.80 3.97 1.75
H 2.46 4.02 1.10
C 3.01 2.76 -1.36
H 2.73 2.92 -2.41
H 3.99 2.24 -1.34
H 3.14 3.74 -0.90
C -1.95 -3.26 1.56
C -0.91 -4.03 -1.25
H -2.50 -2.68 2.32
H -1.22 -3.91 2.09
H -2.65 -3.91 1.01
H -0.26 -4.22 -2.11
H -1.95 -4.19 -1.55
H -0.70 -4.80 -0.49
H -0.93 0.46 2.10
H 1.51 -1.00 -2.26
C -0.87 0.61 -3.02
H -0.33 1.27 -2.34
H -1.15 -0.32 -2.51
H -1.78 1.13 -3.38
O -2.52 1.52 -0.08
H -3.24 0.85 -0.05
H -2.02 1.42 0.80
S 2.32 -1.28 0.75
C 2.05 -0.93 2.41
N 1.27 -1.83 3.09
C 0.92 -1.64 4.40
C 1.39 -0.52 5.06
C 2.24 0.39 4.41
C 2.59 0.15 3.08
H 0.93 -2.66 2.61
H 0.29 -2.39 4.84
H 1.09 -0.34 6.09
H 2.66 1.25 4.92
H 3.26 0.79 2.50
*
```

The highest occupied orbital energy (spin up / spin down) comes out at -10.82 / -10.91 eV. The energy above the lowest of the compared OMol25 structures with the same formula, charge and spin comes out at 0.309 eV. For the HOMO-LUMO gap (spin up / spin down), the calculation gives 6.348 / 6.439 eV.

***

Computed, not measured: C3H6ClPS as an isolated structure, with ωB97M-V/def2-TZVPD.

Structure (ORCA input):
```
! wB97M-V def2-TZVPD RIJCOSX def2/J DEFGRID3
* xyz 0 1
C 2.31 0.26 0.15
C 1.22 -0.30 0.69
C -1.47 -0.43 -0.91
P -1.03 0.60 0.61
S -1.31 2.45 0.18
Cl -2.05 -0.19 2.11
H 3.23 -0.41 0.09
H 2.57 1.29 -0.02
H 0.99 -1.33 0.82
H -0.68 -0.10 -1.65
H -1.21 -1.45 -0.73
H -2.57 -0.38 -1.32
*
```

The highest occupied orbital energy comes out at -8.65 eV. The energy above the lowest of the compared OMol25 structures with the same formula, charge and spin comes out at 2.093 eV. For the HOMO-LUMO gap, the calculation gives 8.472 eV.

***

Computed, not measured: one molecule with the formula C23H33N3O5S, with ωB97M-V/def2-TZVPD.

Structure (ORCA input):
```
! wB97M-V def2-TZVPD RIJCOSX def2/J DEFGRID3
* xyz 0 1
C -5.39 6.17 3.79
C -5.58 4.86 3.05
O -5.80 5.16 1.68
C -6.27 4.08 0.91
C -5.27 2.93 0.76
C -3.91 3.43 0.27
N -2.89 2.41 0.35
C -2.22 2.18 1.48
O -2.34 2.85 2.50
C -1.26 1.03 1.43
C -0.47 0.86 2.53
N 0.44 -0.11 2.68
C 1.23 -0.17 3.89
C 0.61 -1.04 1.68
C 1.54 -2.09 1.80
C 1.68 -3.01 0.79
C 0.89 -2.93 -0.35
S 1.14 -4.13 -1.67
O -0.14 -4.45 -2.23
O 1.96 -5.18 -1.15
N 2.01 -3.33 -2.83
C 1.28 -2.38 -3.62
C 3.41 -3.11 -2.54
C 4.28 -3.35 -3.78
C 5.75 -3.29 -3.40
C 6.09 -1.93 -2.79
C 5.20 -1.66 -1.57
C 3.73 -1.72 -1.96
C -0.03 -1.92 -0.48
C -0.17 -0.96 0.52
C -1.15 0.12 0.31
O -1.79 0.21 -0.74
H -5.22 5.98 4.85
H -6.28 6.80 3.68
H -4.54 6.71 3.38
H -4.68 4.24 3.17
H -6.44 4.31 3.45
H -7.21 3.69 1.32
H -6.47 4.52 -0.08
H -5.12 2.45 1.73
H -5.68 2.19 0.07
H -3.60 4.27 0.90
H -3.98 3.77 -0.77
H -2.79 1.73 -0.40
H -0.59 1.57 3.34
H 0.94 0.65 4.55
H 1.06 -1.11 4.42
H 2.29 -0.08 3.67
H 2.16 -2.18 2.68
H 2.39 -3.82 0.87
H 1.76 -2.26 -4.60
H 1.19 -1.39 -3.14
H 0.28 -2.79 -3.77
H 3.66 -3.87 -1.80
H 4.03 -4.33 -4.20
H 4.06 -2.60 -4.54
H 6.37 -3.45 -4.29
H 5.98 -4.08 -2.68
H 7.14 -1.91 -2.49
H 5.93 -1.15 -3.53
H 5.41 -2.40 -0.80
H 5.43 -0.67 -1.16
H 3.52 -0.96 -2.71
H 3.10 -1.53 -1.09
H -0.66 -1.86 -1.35
*
```

The highest occupied orbital energy comes out at -8.85 eV. The energy above the lowest of the compared OMol25 structures with the same formula, charge and spin comes out at 0.562 eV. The structure (SMILES) is CCOCCCNC(=O)c1cn(C)c2ccc(S(=O)(=O)N(C)C3CCCCC3)cc2c1=O. For the HOMO-LUMO gap, the calculation gives 8.638 eV.

***

Computed, not measured: one molecule with the formula C4H10N2, with ωB97M-V/def2-TZVPD.

Structure (ORCA input):
```
! wB97M-V def2-TZVPD RIJCOSX def2/J DEFGRID3
* xyz 0 1
N -2.78 0.98 -0.31
C -1.48 0.95 0.11
C -0.81 -0.13 0.54
C 0.68 -0.17 0.75
C 1.36 -0.92 -0.39
N 2.78 -0.56 -0.52
H -3.41 0.21 -0.10
H -3.19 1.85 -0.58
H -0.89 1.85 -0.03
H -1.31 -1.10 0.52
H 0.90 -0.70 1.68
H 1.07 0.83 0.91
H 0.87 -0.78 -1.35
H 1.25 -2.00 -0.23
H 3.37 -1.32 -0.85
H 2.87 0.16 -1.23
*
```

The highest occupied orbital energy comes out at -7.71 eV. The energy above the lowest of the compared OMol25 structures with the same formula, charge and spin comes out at 1.052 eV. The structure (SMILES) is N/C=C/CCN. For the HOMO-LUMO gap, the calculation gives 8.898 eV.

***

Computed, not measured: an isolated ion of composition C16H19N2O2 and charge +1, with ωB97M-V/def2-TZVPD.

Structure (ORCA input):
```
! wB97M-V def2-TZVPD RIJCOSX def2/J DEFGRID3
* xyz 1 1
C 1.03 -2.92 -4.48
C 0.94 -1.92 -3.36
O 1.88 -1.58 -2.67
N -0.32 -1.43 -3.16
C -0.62 -0.48 -2.17
C -1.73 -0.64 -1.35
C -1.96 0.24 -0.30
C -1.08 1.29 -0.07
O -1.12 2.17 0.97
C -1.91 1.94 2.13
C -1.00 2.06 3.35
C -0.18 0.79 3.62
N 0.55 0.33 2.44
C 0.17 -0.79 1.81
C 0.86 -1.26 0.71
C 1.95 -0.55 0.23
C 2.32 0.61 0.90
C 1.61 1.02 2.00
C -0.03 1.51 -0.96
C 0.20 0.63 -2.00
H 0.69 -2.46 -5.41
H 0.40 -3.78 -4.28
H 2.05 -3.25 -4.59
H -1.09 -1.88 -3.63
H -2.42 -1.45 -1.51
H -2.84 0.10 0.31
H -2.68 2.71 2.17
H -2.40 0.96 2.11
H -1.60 2.26 4.24
H -0.34 2.91 3.19
H -0.85 -0.01 3.94
H 0.53 0.98 4.42
H -0.68 -1.32 2.20
H 0.55 -2.17 0.23
H 2.48 -0.89 -0.65
H 3.16 1.20 0.57
H 1.87 1.91 2.55
H 0.60 2.37 -0.82
H 1.03 0.79 -2.67
*
```

The highest occupied orbital energy comes out at -11.24 eV. The energy above the lowest of the compared OMol25 structures with the same formula, charge and spin comes out at 0.000 eV. The structure (SMILES) is CC(=O)Nc1ccc(OCCC[n+]2ccccc2)cc1. For the HOMO-LUMO gap, the calculation gives 7.565 eV.

***

Computed, not measured: a 2-piece molecular cluster, C23H22ClF6O5P2 overall, with ωB97M-V/def2-TZVPD.

Structure (ORCA input):
```
! wB97M-V def2-TZVPD RIJCOSX def2/J DEFGRID3
* xyz -1 1
C -5.79 2.56 0.55
C -4.88 3.15 0.00
C -3.66 3.71 -0.62
C -3.35 5.09 -0.57
Cl -4.47 6.17 0.26
C -2.17 5.60 -1.15
C -1.25 4.73 -1.79
C -1.57 3.35 -1.82
C -2.76 2.82 -1.25
C -3.00 1.28 -1.32
O -4.08 0.79 -1.52
C -1.73 0.46 -1.05
C -1.76 -0.72 -0.28
C -0.52 -1.37 -0.04
C 0.65 -0.85 -0.58
C 2.02 -1.54 -0.29
C 2.59 -0.81 1.01
P 2.45 -1.87 2.52
O 3.15 -3.14 2.23
O 3.17 -1.21 3.85
C 3.25 0.22 3.82
C 1.87 0.94 4.05
O 0.86 -2.09 2.83
C 0.56 -3.44 3.27
C 0.38 -4.46 2.09
C 0.71 0.35 -1.43
C 2.02 0.90 -2.00
C -0.53 1.00 -1.63
C -0.63 2.30 -2.45
O -0.07 2.48 -3.50
H -6.53 1.80 0.75
H -1.89 6.66 -1.10
H -0.30 5.05 -2.23
H -2.72 -1.05 0.14
H -0.52 -2.26 0.60
H 1.86 -2.61 -0.10
H 2.76 -1.33 -1.09
H 3.62 -0.42 0.86
H 1.96 0.09 1.20
H 3.88 0.51 4.69
H 3.79 0.63 2.94
H 1.38 1.22 3.09
H 1.22 0.30 4.67
H 2.08 1.87 4.62
H 1.34 -3.83 3.95
H -0.38 -3.37 3.85
H 0.65 -3.99 1.12
H 1.09 -5.29 2.24
H -0.68 -4.78 2.04
H 1.92 1.89 -2.47
H 2.81 1.00 -1.23
H 2.43 0.22 -2.78
F -1.43 -2.08 -5.03
P -0.18 -2.67 -4.15
F -0.15 -2.69 -2.52
F 0.95 -3.85 -4.06
F -1.28 -3.87 -4.06
F 0.10 -1.12 -3.72
F 0.75 -2.38 -5.47
*
```

The highest occupied orbital energy comes out at -6.64 eV. For the HOMO-LUMO gap, the calculation gives 8.216 eV.

***

Computed, not measured: a 2-piece molecular cluster, C9H11O3 overall, with ωB97M-V/def2-TZVPD.

Structure (ORCA input):
```
! wB97M-V def2-TZVPD RIJCOSX def2/J DEFGRID3
* xyz -1 1
C 0.42 -3.60 -1.96
C -0.60 0.34 -0.67
C 0.00 0.17 -1.98
C -0.56 -0.73 0.28
C 0.35 -1.15 -2.33
C -0.12 -1.98 -0.09
C 0.21 -2.21 -1.42
O -1.33 1.37 -0.11
H -1.13 2.29 -0.49
H 0.09 0.93 -2.73
H -0.88 -0.58 1.30
H 0.79 -1.44 -3.19
H -0.14 -2.74 0.54
H 1.44 -3.83 -1.97
H -0.01 -3.84 -2.99
H -0.12 -4.30 -1.23
C 0.78 3.17 2.37
C -0.51 2.80 3.18
O -1.51 2.47 2.53
O -0.45 3.04 4.43
H 0.60 3.37 1.26
H 1.48 2.37 2.48
H 1.21 4.08 2.80
*
```

The highest occupied orbital energy comes out at -3.71 eV. The energy above the lowest of the compared OMol25 structures with the same formula, charge and spin comes out at 2.309 eV. For the HOMO-LUMO gap, the calculation gives 6.644 eV.

***

Computed, not measured: a 8-piece molecular cluster, C22H50IN3O8P2S8 overall, with ωB97M-V/def2-TZVPD.

Structure (ORCA input):
```
! wB97M-V def2-TZVPD RIJCOSX def2/J DEFGRID3
* xyz 0 1
N -2.40 -1.09 1.42
C -1.55 -1.02 0.26
C -2.00 -0.33 -0.99
C -1.11 -0.29 -2.13
P -1.75 0.66 -3.63
S -0.37 1.98 -4.09
C 0.25 -0.94 -2.13
N 0.99 -0.87 -3.30
C 2.19 -1.47 -3.12
C 2.66 -2.12 -1.86
P 4.40 -2.86 -1.75
O 4.48 -4.26 -2.70
I 5.81 -1.19 -2.92
N 1.91 -2.23 -0.74
C 0.67 -1.62 -0.90
C -0.24 -1.63 0.29
H -1.82 -0.75 2.19
H -3.17 -0.41 1.30
H -3.01 0.14 -1.01
H -2.91 1.41 -3.26
H -1.97 -0.20 -4.75
H 2.90 -1.46 -3.99
H 5.27 -4.77 -2.46
H 0.12 -2.12 1.23
C 2.84 -6.89 -1.34
S 2.44 -6.05 0.20
O 3.54 -6.35 1.17
C 1.04 -7.10 0.63
H 3.72 -6.42 -1.77
H 3.04 -7.95 -1.15
H 2.00 -6.79 -2.03
H 1.36 -8.14 0.70
H 0.26 -6.99 -0.12
H 0.65 -6.78 1.60
C -3.36 3.96 3.17
S -2.80 2.31 2.73
O -3.60 1.87 1.55
C -3.48 1.48 4.18
H -3.07 4.65 2.38
H -4.45 3.97 3.29
H -2.88 4.27 4.10
H -4.56 1.65 4.23
H -3.00 1.87 5.08
H -3.28 0.41 4.10
C 1.31 -7.45 6.82
S 0.83 -6.24 5.57
O -0.46 -6.69 4.99
C 2.13 -6.66 4.39
H 0.60 -7.39 7.65
H 1.29 -8.45 6.40
H 2.31 -7.22 7.19
H 2.05 -7.71 4.12
H 3.10 -6.46 4.83
H 2.00 -6.04 3.51
C 7.64 -0.59 1.64
S 8.19 -2.24 1.18
O 7.39 -2.67 0.00
C 7.52 -3.08 2.62
H 7.93 0.10 0.85
H 6.56 -0.58 1.76
H 8.13 -0.29 2.57
H 6.44 -2.91 2.68
H 8.01 -2.70 3.52
H 7.72 -4.15 2.53
C -6.80 2.34 0.69
S -7.33 4.05 0.89
O -8.23 4.09 2.08
C -8.38 4.10 -0.58
H -6.16 2.07 1.52
H -7.67 1.68 0.67
H -6.24 2.24 -0.24
H -9.15 3.33 -0.51
H -7.77 3.95 -1.47
H -8.85 5.08 -0.63
C -0.26 5.33 -8.34
S -0.19 4.87 -6.60
O -0.45 6.10 -5.80
C 1.59 4.56 -6.56
H -1.29 5.60 -8.58
H 0.40 6.19 -8.53
H 0.05 4.48 -8.96
H 2.13 5.46 -6.85
H 1.83 3.74 -7.23
H 1.87 4.29 -5.54
C -2.85 7.99 0.05
S -1.62 6.71 -0.28
O -1.82 5.63 0.73
C -0.20 7.68 0.25
H -3.84 7.58 -0.18
H -2.81 8.29 1.10
H -2.66 8.85 -0.60
H -0.32 8.00 1.28
H -0.09 8.55 -0.40
H 0.69 7.06 0.16
*
```

The highest occupied orbital energy comes out at -7.84 eV. For the HOMO-LUMO gap, the calculation gives 7.118 eV.

***

| no. | F_max (hartree/bohr) |
| --- | --- |
| 1 | 0.0368 |
| 2 | 0.0662 |
| 3 | 0.0965 |
| 4 | 0.0834 |
| 5 | 0.0839 |
| 6 | 0.0769 |
| 7 | 0.0234 |
| 8 | 0.0192 |
| 9 | 0.0229 |
| 10 | 0.0458 |
| 11 | 0.0840 |
| 12 | 0.0681 |